C42H34Br2F7N12OSbSr | wB97M-V/def2-TZVPD

ORCA input file:
```
! RIJCOSX wB97M-V def2-TZVPD def2/J DEFGRID3
* xyz -2 1
Sr 0.05 -0.60 1.91
C 1.31 -3.81 3.97
C 0.94 -4.09 2.53
N 1.41 -3.07 1.59
C 2.86 -2.85 1.67
C 3.75 -4.08 1.49
C 1.03 -3.41 0.21
C -0.46 -3.46 -0.11
N -1.13 -2.19 0.13
C -2.45 -2.13 -0.10
C -3.18 -1.09 0.57
F -2.47 -0.36 1.45
C -4.51 -0.82 0.38
F -5.08 0.18 1.06
C -5.28 -1.59 -0.49
C -4.62 -2.62 -1.13
F -5.31 -3.40 -1.99
C -3.27 -2.90 -0.96
F -2.75 -3.90 -1.71
H 0.79 -4.51 4.62
H 0.98 -2.81 4.26
H 2.38 -3.89 4.16
H -0.15 -4.13 2.46
H 1.33 -5.08 2.23
H 3.09 -2.37 2.62
H 3.11 -2.11 0.91
H 3.58 -4.82 2.27
H 4.79 -3.77 1.55
H 3.60 -4.56 0.53
H 1.45 -4.39 -0.07
H 1.51 -2.66 -0.43
H -0.93 -4.25 0.48
H -0.51 -3.78 -1.16
H -6.33 -1.40 -0.64
C 1.17 -1.70 -2.80
C 2.23 -0.72 -2.35
C 3.10 -0.15 -3.31
C 4.05 0.74 -2.90
C 4.17 1.07 -1.52
C 5.13 1.95 -1.00
Br 6.37 2.84 -2.15
C 5.19 2.21 0.34
C 4.28 1.60 1.21
Br 4.41 2.00 3.06
C 3.26 0.71 0.80
O 2.46 0.18 1.61
C 3.25 0.45 -0.64
N 2.31 -0.43 -1.08
H 1.59 -2.71 -2.86
H 0.79 -1.43 -3.78
H 0.34 -1.71 -2.09
H 2.99 -0.40 -4.35
H 4.72 1.20 -3.61
H 5.93 2.89 0.74
N -2.31 -0.18 5.17
C -1.66 0.93 4.66
N -2.04 2.17 4.94
N -1.13 2.94 4.32
N -0.26 2.20 3.72
N -0.56 0.90 3.92
C -2.35 -1.43 4.55
N -3.34 -2.27 4.82
N -3.04 -3.36 4.09
N -1.96 -3.17 3.42
N -1.47 -1.93 3.69
H -3.17 0.05 5.63
F -1.70 -0.45 -6.28
C -1.36 0.04 -5.07
C -2.00 -0.45 -3.95
C -1.63 0.06 -2.71
C -0.66 1.06 -2.60
C -0.04 1.52 -3.75
C -0.38 1.01 -5.00
Sb -0.14 1.73 -0.63
C 0.79 3.56 -1.23
C 0.13 4.47 -2.05
C 0.75 5.65 -2.46
C 2.04 5.89 -2.03
F 2.65 7.03 -2.43
C 2.72 5.01 -1.21
C 2.08 3.85 -0.81
C -2.07 2.54 -0.17
C -2.25 2.99 1.14
C -3.47 3.47 1.57
C -4.52 3.50 0.67
F -5.72 3.96 1.08
C -4.39 3.06 -0.63
C -3.15 2.58 -1.05
H -2.75 -1.22 -4.04
H -2.11 -0.33 -1.82
H 0.73 2.28 -3.69
H 0.09 1.36 -5.91
H -0.89 4.28 -2.38
H 0.25 6.37 -3.09
H 3.74 5.24 -0.90
H 2.61 3.16 -0.16
H -1.43 2.97 1.84
H -3.61 3.79 2.60
H -5.24 3.09 -1.29
H -3.05 2.23 -2.07
*
```

Computed properties:
LUMO level (eV): 3.47
ΔE to the lowest compared entry with this formula, charge and spin (eV): 0.000
Max |F| (eV/A): 0.9
M (g mol⁻¹): 1224.991

Mulliken atomic charge list, values in e, 2 entries:
1 Sr 1.162
2 C -1.578

---

C23H38O13S | wB97M-V/def2-TZVPD

ORCA input file:
```
! RIJCOSX wB97M-V def2-TZVPD def2/J DEFGRID3
* xyz 0 1
C -17.86 7.07 -14.72
C -19.10 6.83 -15.52
O -19.93 7.80 -15.13
S -21.54 7.49 -14.97
C -22.03 9.26 -15.18
O -21.98 6.67 -16.10
O -21.79 7.14 -13.55
H -18.16 6.99 -13.67
H -17.29 7.94 -15.05
H -17.10 6.31 -14.87
H -18.96 6.83 -16.60
H -19.51 5.92 -15.09
H -21.96 9.39 -16.26
H -21.50 9.91 -14.49
H -23.10 9.26 -14.99
O -18.62 5.81 -6.74
C -19.09 5.90 -7.87
C -18.47 6.47 -9.09
C -19.21 5.76 -10.13
C -20.59 5.80 -9.53
O -20.39 5.65 -8.09
H -18.67 7.54 -9.05
H -17.40 6.25 -9.11
H -19.16 6.27 -11.09
H -18.97 4.70 -10.25
H -21.07 6.76 -9.72
H -21.21 5.00 -9.93
O -20.29 1.79 -17.10
C -21.20 2.19 -16.42
C -21.26 3.03 -15.22
C -22.73 3.36 -15.18
C -23.48 2.26 -15.86
O -22.49 1.77 -16.74
H -21.01 2.31 -14.44
H -20.62 3.89 -15.41
H -22.95 3.38 -14.12
H -23.01 4.33 -15.59
H -23.68 1.46 -15.15
H -24.37 2.62 -16.37
O -17.96 6.98 -20.00
C -17.05 7.53 -19.39
C -15.74 8.13 -19.96
C -15.24 8.96 -18.83
C -16.15 8.64 -17.67
O -17.20 7.89 -18.16
H -15.10 7.27 -20.12
H -15.90 8.69 -20.88
H -14.22 8.76 -18.53
H -15.20 10.03 -19.03
H -15.68 8.18 -16.80
H -16.57 9.59 -17.31
O -19.96 11.69 -9.93
C -20.95 11.01 -10.36
C -21.99 11.55 -11.38
C -23.17 10.51 -11.21
C -22.55 9.31 -10.59
O -21.33 9.74 -9.92
H -22.56 12.46 -11.18
H -21.61 11.39 -12.39
H -24.04 10.89 -10.68
H -23.69 10.28 -12.14
H -23.34 8.88 -9.97
H -22.33 8.58 -11.36
O -25.66 4.35 -14.41
C -25.76 5.31 -13.60
C -24.81 6.41 -13.28
C -25.57 7.12 -12.21
C -26.99 6.88 -12.36
O -26.98 5.60 -12.99
H -23.79 6.02 -13.17
H -24.79 7.09 -14.13
H -25.25 6.70 -11.26
H -25.40 8.20 -12.13
H -27.54 6.77 -11.43
H -27.59 7.67 -12.81
*
```

Computed properties:
LUMO level (eV): -0.23
Max |F| (eV/A): 6.1
M (g mol⁻¹): 554.611
SMILES: CCOS(C)(=O)=O.O=C1CCCO1.O=C1CCCO1.O=C1CCCO1.O=C1CCCO1.O=C1CCCO1

Mulliken atomic charge list, values in e, 2 entries:
1 C -1.245
2 C 0.320

---

Question: What is the LUMO level in the second record?
Answer: -0.23 eV

---

Question: Which value of LUMO level does entry 1 give?
Answer: 3.47 eV

---

Question: The lowest M belongs to which entry?
Answer: C23H38O13S